DFT (ωB97M-V/def2-TZVPD) results for a cluster of 9 separate species, C32H48NO27 in total in a non-equilibrium geometry.

## Properties
Molecular weight in u: 878.72
HOMO in eV: -7.8
Total charge: -1
HOMO-LUMO gap in eV: 9.5
Lowest unoccupied orbital energy in Eh: 0.063

CARTESIAN COORDINATES (ANGSTROEM)
O1 -0.3613 -0.0351 -1.8099
C1 -4.0453 0.5429 3.7191
N1 0.1437 0.1839 -0.6649
C2 -0.1183 -5.5561 -2.8949
H1 -2.6833 -0.9261 -2.4969
H2 1.2537 3.0279 -0.5809
C3 -2.8593 -0.1061 2.8751
H3 -2.2993 3.8139 -0.9109
O2 3.1307 3.8299 4.7221
H4 1.7857 1.7209 -3.1119
H5 -0.9813 -3.2571 -5.2189
H6 -2.4543 0.5819 2.0411
O3 5.1517 -0.6131 -2.6039
C4 -0.5253 -3.2631 1.4021
O4 -0.5943 0.6329 0.2181
H7 1.2027 -1.9031 -2.6729
H8 2.2217 -2.7251 0.3771
H9 -3.5513 1.7919 -3.2039
C5 2.7147 1.5629 2.1301
H10 0.8037 -0.4401 2.5871
H11 3.4617 -1.0141 -1.4329
H12 -2.1763 -3.9331 -3.9929
O5 0.1117 -4.4941 -2.3369
C6 1.7107 3.3029 -1.5239
H13 5.7977 -1.0931 0.4151
C7 5.0737 -1.9381 0.4291
O6 -1.0203 -4.4551 1.5421
H14 -2.4733 1.4559 -1.9269
C8 0.4277 3.8219 -2.2009
H15 1.4007 -2.9971 2.6381
O7 -0.7113 -6.4311 2.7491
C9 -0.3423 -3.4591 -3.1249
O8 4.5717 4.7929 -2.4999
H16 -0.8823 -2.5011 2.2261
H17 3.7007 -1.6651 -2.9299
C10 0.9717 -2.5161 -3.5469
H18 4.4157 -3.4801 -1.2159
H19 2.5967 1.3419 -1.7459
H20 -1.0093 -2.7341 -2.6119
C11 -3.3263 1.1189 -2.2809
H21 -2.8933 5.3399 1.7641
O9 -5.2423 -2.5381 2.6651
O10 -5.4613 0.6039 0.2941
O11 -4.1053 1.5259 -1.2939
O12 6.1847 -2.2881 -1.6749
O13 0.7987 -4.7961 2.6701
H22 0.0487 4.7059 -1.6949
H23 -0.6683 -2.9851 0.4351
O14 -5.0863 -0.3501 3.3901
H24 -4.1283 -0.5331 5.6201
H25 -1.1613 3.9159 3.0241
C12 -0.3483 -5.3601 2.3661
C13 -4.7853 0.5229 -0.7289
H26 -5.2113 -0.0341 -3.8099
O15 2.6457 4.4199 -1.4699
H27 -3.6293 3.2949 0.3411
C14 6.2127 -1.2401 -2.4059
H28 1.4607 -4.4341 0.0481
O16 2.6577 1.5659 4.4111
C15 -3.0203 4.0739 -0.0079
H29 -5.0663 1.0559 5.5181
H30 -2.0313 -0.3911 3.6791
C16 2.3987 2.1819 -2.3099
C17 4.8537 -2.3761 -1.0529
C18 1.0567 0.1449 3.3291
H31 -4.0893 -0.1931 -4.6159
C19 -2.3183 4.8569 1.1571
H32 -3.9003 4.6869 -0.5049
O17 1.2057 -0.2581 -0.3019
H33 0.6507 4.1629 -3.2749
H34 0.6627 -1.7761 -4.2649
H35 -1.0073 3.1449 1.2271
H36 -4.7853 -1.5991 -3.8789
C20 -4.5873 -1.4661 2.8131
H37 -4.2163 1.6039 3.3961
H38 2.8077 -4.1361 1.3451
C21 -4.4263 -0.6401 -3.7139
C22 2.4507 0.6969 3.3271
O18 -1.7123 6.0269 0.6811
C23 3.0267 2.6959 4.0321
O19 0.3327 6.9389 0.3261
H39 -0.3553 3.1479 -2.0419
O20 -4.3733 -0.6421 -1.4379
H40 0.3577 0.7949 3.4541
O21 7.3017 -0.8191 -2.8679
O22 0.0257 4.9529 1.5691
O23 3.1627 2.8319 2.7561
C24 -4.0303 0.5369 5.2001
H41 1.7207 -3.2811 -3.6099
C25 -1.0993 4.0249 1.8171
H42 3.2787 -0.2271 3.2301
C26 4.2037 -1.3851 -2.0029
H43 4.2877 -1.6661 0.8281
O24 3.5087 2.9239 -2.8019
C27 -0.3673 5.9749 0.8261
H44 -3.1643 1.1829 5.6911
H45 3.4447 1.1289 1.4711
C28 -1.0133 -3.9651 -4.2129
O25 -0.6023 -5.3551 -4.1439
H46 1.7327 1.8459 1.6231
O26 -3.3383 -1.3631 2.5791
C29 3.6357 4.0749 -2.2739
O27 0.1217 -6.6311 -2.4489
H47 5.4787 -2.7581 0.9441
H48 0.9357 -0.3861 4.1991
C30 0.9247 -3.5261 1.9211
C31 1.9467 -3.8151 0.8671
C32 -3.5333 -0.3621 -2.5239



DFT (ωB97M-V/def2-TZVPD) results for a structure of composition C4H8N2S in a non-equilibrium geometry.

## Properties
Molecular weight in u: 116.19
HOMO in eV: -8.8
Total charge: 0
HOMO-LUMO gap in eV: 8.8
Lowest unoccupied orbital energy in Eh: 0.000

CARTESIAN COORDINATES (ANGSTROEM)
N1 1.2891 -1.0264 -2.0332
H1 -0.6822 0.0269 -2.4534
H2 1.4080 -1.0230 -3.1653
H3 -1.7447 1.6634 2.7647
H4 -0.1695 -1.1219 1.9486
C1 1.0356 0.1288 0.3765
N2 0.0486 0.2319 -0.6543
H5 -1.7273 -0.7940 -0.1047
S1 -0.0616 1.1070 2.6571
C2 0.2330 -0.2882 -1.8314
H6 -1.7722 0.8420 0.2629
C3 -0.1846 -0.1743 1.3625
C4 -1.1099 -0.0383 0.2145
H7 1.5128 1.2355 0.4004
H8 1.9249 -0.7695 0.2550



DFT (ωB97M-V/def2-TZVPD) results for a cluster of 12 separate species, C56H60N12 in total in a non-equilibrium geometry.

## Properties
Molecular weight in u: 901.18
HOMO in eV: -7.8
Total charge: 0
HOMO-LUMO gap in eV: 7.8
Lowest unoccupied orbital energy in Eh: 0.003
SMILES string: c1cc[nH]c1.c1cc[nH]c1.c1cc[nH]c1.c1cc[nH]c1.c1ccncc1.c1ccncc1.c1ccncc1.c1ccncc1.c1ccncc1.c1ccncc1.c1ccncc1.c1ccncc1

CARTESIAN COORDINATES (ANGSTROEM)
C1 -2.5907 -3.9830 -4.4576
C2 -0.5225 -8.1813 0.8508
H1 3.1263 -6.5813 5.0192
N1 -3.8742 -1.9776 -4.7961
H2 2.1564 -3.2065 7.5557
H3 1.0701 -0.1618 1.8820
C3 -0.6147 1.2697 -0.5286
H4 -2.3727 -1.4213 8.4364
C4 6.2472 0.5495 4.6561
H5 2.6973 3.9619 -7.0397
H6 3.6266 6.9406 -0.0843
H7 5.3206 -4.8373 -1.3612
C5 -1.5596 -0.7489 8.2057
C6 5.2053 3.0434 3.8416
N2 -5.9745 0.7899 1.7805
H8 -3.7745 4.8736 0.2376
C7 6.2007 -1.6870 -1.8411
H9 -1.4747 -0.3228 -1.5594
C8 -0.9163 -0.0238 9.1831
C9 5.4423 -3.7804 -1.5473
C10 -8.0409 1.5206 -4.7213
H10 4.3560 2.3045 -7.4343
C11 2.9143 -5.6057 5.4312
H11 -2.3088 5.0270 2.1555
H12 2.3418 -6.0369 7.5290
N3 -0.2972 0.3253 6.4843
H13 5.5182 -0.0782 2.6705
H14 -3.5020 -0.8744 -6.4856
H15 4.0216 -0.9379 -1.9514
H16 -4.0397 0.1351 2.1951
C12 1.5425 2.4030 -5.8555
C13 5.1543 1.9533 2.9114
C14 -5.0100 -0.1587 1.8228
C15 5.9502 4.2785 -1.7403
H17 -0.1819 -6.1553 1.3245
H18 -1.2511 -0.0523 10.2095
C16 -7.2181 0.3797 1.4803
H19 2.6690 5.0131 -1.2494
H20 -1.8000 -2.5478 -7.4117
H21 5.0113 4.0446 3.4860
H22 -0.1811 -1.8708 0.1283
H23 0.3875 1.6077 9.5335
N4 2.6585 -3.4057 5.5660
C17 -8.9998 3.4783 -5.7935
H24 2.5758 -2.4390 5.2854
H25 3.4292 -3.3540 -1.3715
N5 -6.8175 3.5784 -4.6672
H26 -8.0092 1.1109 1.5576
C18 5.6028 0.7058 3.4085
C19 -2.3078 -2.6685 -6.4662
C20 -7.8424 4.2062 -5.3923
C21 -3.2615 -1.7970 -5.9783
C22 -0.0298 -6.9318 0.5895
H27 1.0721 1.7768 7.1794
H28 -0.9880 -8.3051 1.8174
H29 6.6161 -0.3876 5.0459
C23 6.2709 1.7146 5.4440
H30 -3.5173 6.4429 -1.6743
C24 0.2435 1.3347 0.5200
H31 3.6297 -0.0653 -6.4028
H32 6.8531 -0.8504 -2.0433
C25 5.6677 6.2384 -0.4528
C26 -1.2817 6.7207 1.3701
H33 -1.0858 -4.3239 -5.9291
C27 -3.1005 5.7166 0.1987
H34 -0.5898 6.6449 2.1959
H35 7.5967 -3.3693 -2.0621
H36 0.5918 2.2316 1.0104
C28 -9.0745 2.1560 -5.4306
C29 0.0438 -8.8529 -1.3942
N6 6.5162 5.3509 -1.0818
C30 -7.5247 -0.9587 1.1256
C31 -3.5535 -3.0587 -4.0527
N7 0.5747 -6.6163 -0.5912
N8 -1.1573 7.7291 0.4934
C32 2.3938 -3.9262 6.7863
H37 -1.6837 8.3786 -1.3924
C33 -6.4814 -1.9504 1.0873
N9 3.4916 2.0621 -6.9715
C34 3.0809 0.8644 -6.4343
H38 -6.1400 1.8627 -3.7472
H39 -4.3719 -2.2295 1.4228
C35 2.5043 -5.3124 6.7447
H40 -1.8470 -1.0159 6.0714
C36 4.2995 6.1627 -0.4136
C37 -5.1964 -1.5348 1.4870
C38 -2.9395 6.6174 -0.7786
H41 -1.0052 2.1234 -1.0627
H42 0.8254 2.9510 -5.2622
C39 0.0174 0.9353 8.7738
N10 4.3647 -2.9953 -1.4989
C40 4.7398 -1.7351 -1.8281
C41 4.5390 4.1947 -1.7976
C42 2.4724 2.9634 -6.6949
C43 -0.0937 -0.7948 0.0960
C44 2.9395 -4.4486 4.7439
H43 -8.5181 -1.2733 0.8416
H44 -4.0307 -3.1575 -3.0889
C45 -1.9473 -3.7308 -5.6601
H45 -0.8114 -10.1801 -0.0630
C46 -0.3759 -9.1924 -0.0982
H46 -6.5856 -2.9530 0.6996
H47 6.7703 1.6937 6.4013
H48 -7.7525 5.2268 -5.7338
C47 -1.9487 7.6370 -0.6534
H49 4.7069 2.1007 1.9395
C48 0.6536 -7.5856 -1.5471
H50 -8.1226 0.4702 -4.4839
H51 0.0034 -9.4971 -2.2600
H52 6.6507 3.6258 -2.2399
H53 6.0783 7.1273 0.0028
H54 -9.8166 3.9795 -6.2915
C49 -6.9904 2.2949 -4.2536
C50 1.8814 1.0634 -5.7774
H55 -2.2397 -4.7668 -3.8028
H56 1.0257 -7.2976 -2.5192
H57 3.2306 -4.3696 3.7069
C51 0.3228 1.0459 7.4455
H58 -9.9454 1.6002 -5.7454
C52 -2.2844 5.7449 1.3490
N11 5.7465 2.9173 5.0887
H59 4.0485 3.4065 -2.3495
C53 -1.2909 -0.5186 6.8523
C54 3.7362 5.1348 -1.1368
N12 -0.8665 -0.0356 -0.8059
C55 0.5427 0.1270 0.9849
C56 6.6035 -3.0154 -1.8281
H60 1.3599 0.2627 -5.2741



DFT (ωB97M-V/def2-TZVPD) results for the molecule C3H6O2 in a non-equilibrium geometry.

## Properties
Molecular weight in u: 74.08
HOMO in eV: -9.8
Total charge: 0
HOMO-LUMO gap in eV: 10.7
Lowest unoccupied orbital energy in Eh: 0.032
SMILES string: OC[C@H]1CO1

CARTESIAN COORDINATES (ANGSTROEM)
C1 1.0448 -0.7614 0.4586
O1 1.1956 -0.3770 -0.9000
H1 0.3269 -1.5744 0.4821
O2 -1.6373 -0.4354 -0.3091
H2 -1.1653 1.5669 -0.5907
C2 0.5236 0.5991 0.3020
H3 -1.1937 -0.7325 -1.1159
H4 1.9565 -0.9276 1.0230
H5 -1.4489 1.0287 1.0597
H6 1.3793 0.8707 -0.5158
C3 -0.9815 0.7428 0.1062



DFT (ωB97M-V/def2-TZVPD) results for a cluster of 2 separate species, C3H8NO2 in total in a non-equilibrium geometry.

## Properties
Molecular weight in u: 90.10
HOMO in eV: -15.3
Total charge: +1
HOMO-LUMO gap in eV: 10.1
Lowest unoccupied orbital energy in Eh: -0.191

CARTESIAN COORDINATES (ANGSTROEM)
H1 0.0991 0.4747 0.3428
H2 2.9873 -0.8146 0.6779
H3 3.0152 -1.1506 -1.2728
O1 2.1050 -1.3940 -1.0521
C1 2.0135 -1.1600 0.2738
N1 -0.8100 0.6276 -0.1617
C2 -0.8460 1.8646 -0.5241
C3 -1.7498 -0.3352 0.3709
H4 -1.8185 -1.3181 -0.0941
H5 -1.7408 2.0293 -1.1230
O2 0.9648 -0.9976 0.8371
H6 -2.7425 0.1081 0.5049
H7 -0.0825 2.5359 -0.1855
H8 -1.3949 -0.4701 1.4058



DFT (ωB97M-V/def2-TZVPD) results for a structure of composition C30H25FMoN7O3SSe.

## Properties
Molecular weight in u: 757.54
HOMO (alpha / beta) in eV: -16.2 / -16.2
Spin multiplicity: 3
Total charge: +3
HOMO-LUMO gap (alpha / beta) in eV: 6.1 / 6.3
Lowest unoccupied orbital energy (alpha / beta) in Eh: -0.373 / -0.366

CARTESIAN COORDINATES (ANGSTROEM)
H1 0.6423 1.4210 6.8184
N1 1.5259 -1.1303 -2.0186
C1 3.6821 -1.0007 3.8355
H2 2.7234 -1.6017 -0.4153
H3 -5.0293 -0.5168 0.3331
C2 -1.7898 0.6664 -3.4035
H4 -0.5244 4.0959 6.5253
C3 -2.0706 0.8264 -4.7534
H5 -5.9132 -1.6251 -1.9645
H6 4.4008 -0.3777 5.7492
O1 -2.0194 2.4538 1.2388
H7 -5.1112 -0.4606 -3.0278
N2 0.8577 2.0357 4.1526
H8 3.0920 1.1222 7.1823
H9 -2.9344 1.4018 -5.0551
C4 -2.9259 -1.8681 -1.5238
C5 -4.2438 -0.1268 -0.3141
H10 4.4960 -2.6614 -1.8113
C6 -0.0025 2.2155 3.1766
H11 1.3370 2.9226 7.4056
N3 -3.9635 -1.0864 -1.3744
H12 4.2004 -2.7034 -4.3004
N4 -0.7195 -0.0118 -2.9772
H13 -4.2246 -2.2833 -4.2843
C7 -1.2232 0.2656 -5.6893
O2 0.9554 -0.3489 0.7946
C8 1.8174 1.0278 4.0629
Mo1 -0.1445 -0.3014 -0.8887
H14 -2.4127 -3.4502 -2.7185
H15 -4.8980 -3.4464 -3.1304
C9 -0.0856 -0.4262 -5.2586
C10 3.6738 -0.1873 4.9695
H16 3.4328 2.5231 6.1893
C11 -4.3379 -2.5186 -3.2288
H17 1.5410 3.7641 5.0838
C12 3.4530 -2.2672 -3.6495
C13 1.3498 -1.1483 -3.3672
C14 2.7542 0.8273 5.1012
C15 -0.0142 1.4530 2.0058
C16 3.6156 -2.2446 -2.2788
H18 -0.7341 3.0013 3.2878
H19 -4.5829 0.8075 -0.7595
C17 0.9083 0.4214 1.8542
N5 0.7591 -1.0088 -7.4661
H20 -0.8466 4.2919 4.8247
C18 1.8434 0.1986 2.9172
C19 2.3016 -1.7061 -4.2170
C20 0.1442 -0.5274 -3.8864
C21 2.7343 1.6917 6.3257
C22 2.6348 -1.6616 -1.4910
O3 -0.8500 1.3246 -0.2650
C23 1.3361 2.2279 6.5671
C24 0.8847 -1.0152 -6.1632
C25 -1.0482 1.8004 1.0163
Se1 2.1861 -1.8191 -8.1348
H21 -1.3073 2.7827 5.6553
H22 2.8068 -1.4861 1.9609
S1 -1.5739 -2.0022 -0.3895
C26 2.0612 -1.6536 -5.6481
N6 2.8770 -2.1569 -6.5387
N7 -3.0155 -2.6523 -2.5885
H23 -1.4066 0.3662 -6.7517
H24 -2.4151 1.1068 -2.6359
C27 2.7871 -0.8315 2.8173
C28 -4.9646 -1.3594 -2.4290
C29 0.8324 2.9737 5.3451
F1 4.5828 -1.9701 3.7552
H25 -3.3487 0.0638 0.2703
C30 -0.5485 3.5628 5.5763



DFT (ωB97M-V/def2-TZVPD) results for a structure of composition C3H4N4 in a non-equilibrium geometry.

## Properties
Molecular weight in u: 96.09
HOMO in eV: -7.7
Total charge: 0
HOMO-LUMO gap in eV: 8.8
Lowest unoccupied orbital energy in Eh: 0.040

CARTESIAN COORDINATES (ANGSTROEM)
C1 1.4686 0.2556 0.1216
N1 -1.9596 -0.4092 0.1518
C2 0.0363 -1.0835 -0.0214
N2 1.4218 -1.2182 0.1468
N3 -1.1658 -1.5147 0.0129
C3 0.1232 0.3801 0.0434
H1 -2.7497 -0.4101 -0.4878
H2 1.9712 -1.7874 -0.4844
H3 -1.4823 1.5249 0.7087
H4 2.3308 0.8762 0.2264
N4 -1.1688 0.8351 0.0372



DFT (ωB97M-V/def2-TZVPD) results for a structure of composition C12H33CdN3O3 in a non-equilibrium geometry.

## Properties
Molecular weight in u: 379.83
HOMO in eV: -16.2
Total charge: +2
HOMO-LUMO gap in eV: 10.9
Lowest unoccupied orbital energy in Eh: -0.195

CARTESIAN COORDINATES (ANGSTROEM)
H1 -0.1490 2.4521 -2.1616
H2 -2.6483 -0.5546 -1.9955
C1 0.5001 2.6934 -1.3198
H3 -4.3246 -2.2128 -0.3607
C2 -0.2685 -0.6928 -2.8521
H4 -1.7926 -1.9764 0.5269
C3 0.5654 4.2566 -1.3809
H5 -4.5156 -0.6386 0.2092
H6 1.3106 4.6299 -2.0834
H7 -1.0569 -0.7150 -3.6045
H8 -0.3918 4.6795 -1.6858
H9 0.4017 0.1399 -3.0660
H10 2.2308 2.1730 -2.4553
H11 -1.1662 2.6223 -0.1264
C4 1.8456 1.9497 -1.4604
C5 -3.8419 -1.4909 0.2980
H12 3.5987 0.1382 -0.4801
C6 -0.2937 -1.1899 3.4417
C7 -1.9947 -1.1390 -1.3479
N1 -1.9999 0.1167 0.7711
H13 1.9574 -2.8335 -0.3180
H14 0.8903 -3.7890 0.5772
H15 0.3086 1.1955 3.0833
C8 2.8922 -0.1087 -1.2726
H16 -3.9086 -1.9719 1.2739
H17 -2.7009 0.7797 0.4724
H18 1.5255 1.1961 2.3720
H19 2.5540 2.4457 -0.7968
C9 0.9332 -0.6181 2.7144
H20 -2.2197 0.0730 1.7559
C10 0.9204 -2.8545 0.0170
H21 -0.8426 -0.3910 3.9402
H22 2.6704 -1.1716 -1.3678
H23 2.5852 -1.0824 1.4356
C11 -2.3642 -1.1446 0.1152
H24 3.2688 0.2092 -2.2448
N2 0.6334 0.7408 2.2419
H25 0.8030 4.6597 -0.3964
O1 -0.7571 -0.4816 -1.5087
N3 -0.2031 2.3184 -0.1237
H26 -0.1918 -2.0080 4.1548
O2 0.8057 -1.5699 0.5758
C12 1.6136 -1.4948 1.7076
H27 0.2914 -3.0101 -0.8595
O3 1.6912 0.6293 -0.9564
H28 0.2973 -1.6229 -2.9049
H29 0.1647 2.9260 0.5944
H30 1.6705 -0.4659 3.5026
H31 1.7633 -2.4978 2.1072
Cd1 0.0222 0.3368 0.2920
H32 -2.0194 -2.1372 -1.7851
H33 -1.0642 -1.4979 2.7350